Arrangement i

Here is a 20-piece molecular cluster, C80H220N20O20 overall from OMol25. Energies are from wB97M-V/def2-TZVPD.

Each line ends with the Löwdin charge.
Cartesian coordinates (Å):
C  2.75  -2.16  6.71  -0.07
C  3.36  -0.95  6.12  -0.46
C  3.09  0.41  6.88  -0.15
O  1.67  0.63  6.87  -0.21
C  1.36  1.77  7.66  -0.10
N  4.74  -1.20  5.88  0.04
H  3.16  -2.51  7.66  0.09
H  3.03  -2.99  6.06  0.06
H  1.67  -2.06  6.68  0.07
H  2.98  -0.84  5.11  0.12
H  3.61  1.18  6.30  0.12
H  3.45  0.28  7.90  0.13
H  0.28  1.96  7.60  0.07
H  1.86  2.72  7.47  0.09
H  1.63  1.41  8.65  0.07
H  5.26  -1.08  6.74  0.08
H  4.74  -2.16  5.57  0.06
C  -4.15  0.29  -4.69  -0.05
C  -2.72  0.52  -4.23  -0.38
C  -2.34  1.99  -3.77  -0.17
O  -2.65  2.91  -4.78  -0.22
C  -2.45  4.23  -4.38  -0.10
N  -2.53  -0.40  -3.11  0.06
H  -4.17  -0.61  -5.30  0.06
H  -4.56  1.17  -5.20  0.08
H  -4.88  0.16  -3.89  0.06
H  -2.05  0.21  -5.04  0.10
H  -1.29  1.83  -3.55  0.10
H  -2.82  2.32  -2.84  0.11
H  -3.07  4.43  -3.51  0.07
H  -2.68  4.96  -5.16  0.10
H  -1.39  4.33  -4.14  0.07
H  -3.30  -0.26  -2.47  0.01
H  -1.75  -0.12  -2.54  0.03
C  -9.10  3.96  3.36  -0.08
C  -8.55  2.93  2.40  -0.44
C  -7.84  1.74  3.03  -0.17
O  -6.79  2.09  3.93  -0.18
C  -5.60  2.40  3.28  -0.11
N  -9.73  2.60  1.60  0.02
H  -9.53  4.82  2.84  0.08
H  -8.25  4.30  3.96  0.07
H  -9.76  3.51  4.10  0.08
H  -7.90  3.46  1.69  0.13
H  -7.60  1.01  2.27  0.12
H  -8.57  1.27  3.69  0.13
H  -4.88  2.67  4.05  0.09
H  -5.71  3.30  2.66  0.09
H  -5.25  1.53  2.72  0.07
H  -10.07  3.45  1.17  0.06
H  -10.46  2.34  2.24  0.06
C  -2.02  5.76  0.80  -0.05
C  -1.35  5.54  -0.56  -0.40
C  -1.16  4.05  -0.84  -0.17
O  -0.13  3.37  -0.08  -0.23
C  1.23  3.80  -0.40  -0.05
N  -2.27  6.15  -1.56  0.05
H  -2.98  5.25  0.89  0.07
H  -2.33  6.80  0.90  0.07
H  -1.43  5.57  1.70  0.07
H  -0.38  6.04  -0.58  0.13
H  -0.97  3.94  -1.91  0.10
H  -2.13  3.56  -0.71  0.10
H  1.55  3.75  -1.44  0.07
H  1.74  3.00  0.14  0.08
H  1.56  4.77  -0.01  0.09
H  -2.40  7.08  -1.18  0.06
H  -1.80  6.37  -2.43  0.07
C  -3.76  -0.41  1.04  -0.05
C  -4.84  0.36  0.28  -0.37
C  -4.57  1.87  0.02  -0.21
O  -5.58  2.48  -0.70  -0.19
C  -5.44  3.86  -0.90  -0.08
N  -4.78  -0.17  -1.08  0.04
H  -2.76  -0.36  0.61  0.05
H  -4.08  -1.45  1.13  0.07
H  -3.62  -0.18  2.09  0.07
H  -5.80  0.12  0.73  0.13
H  -3.65  2.07  -0.53  0.10
H  -4.48  2.33  1.00  0.09
H  -5.22  4.27  0.08  0.07
H  -6.46  4.12  -1.20  0.10
H  -4.62  4.14  -1.55  0.07
H  -5.15  0.54  -1.69  0.06
H  -5.35  -1.01  -1.09  0.09
C  -2.35  0.42  -8.00  -0.06
C  -1.22  1.35  -7.75  -0.45
C  -0.31  1.46  -9.01  -0.20
O  0.13  0.17  -9.24  -0.22
C  0.86  0.22  -10.44  -0.11
N  -1.74  2.63  -7.39  0.07
H  -2.96  0.72  -8.85  0.09
H  -3.07  0.31  -7.19  0.06
H  -1.99  -0.58  -8.25  0.07
H  -0.68  0.98  -6.88  0.12
H  0.51  2.10  -8.69  0.12
H  -0.84  1.95  -9.83  0.13
H  0.27  0.51  -11.31  0.09
H  1.17  -0.80  -10.64  0.09
H  1.76  0.83  -10.40  0.09
H  -0.93  3.22  -7.23  0.03
H  -2.12  2.55  -6.46  0.04
C  0.42  -1.31  9.62  -0.06
C  -0.66  -0.69  10.50  -0.39
C  -0.46  0.74  11.01  -0.19
O  -1.42  1.11  12.01  -0.20
C  -1.33  2.38  12.68  -0.08
N  -1.88  -0.77  9.66  0.04
H  1.38  -1.38  10.13  0.08
H  0.59  -0.78  8.68  0.06
H  0.15  -2.32  9.31  0.07
H  -0.85  -1.25  11.41  0.14
H  -0.42  1.47  10.19  0.11
H  0.54  0.74  11.45  0.12
H  -1.47  3.24  12.02  0.09
H  -0.36  2.42  13.17  0.08
H  -2.04  2.44  13.50  0.08
H  -2.17  -1.74  9.68  0.08
H  -2.58  -0.25  10.16  0.04
C  4.07  -5.01  3.65  -0.06
C  3.79  -4.41  2.31  -0.45
C  2.90  -5.42  1.53  -0.17
O  2.49  -4.93  0.28  -0.23
C  3.53  -4.82  -0.69  -0.09
N  3.05  -3.21  2.44  0.07
H  3.23  -5.20  4.33  0.07
H  4.65  -4.28  4.21  0.07
H  4.72  -5.87  3.52  0.09
H  4.66  -4.20  1.68  0.13
H  1.96  -5.61  2.06  0.12
H  3.40  -6.37  1.33  0.13
H  4.23  -4.07  -0.32  0.07
H  3.18  -4.54  -1.69  0.07
H  4.11  -5.74  -0.79  0.09
H  2.32  -3.37  3.11  0.05
H  2.59  -3.23  1.54  0.06
C  4.44  5.96  -3.01  -0.08
C  4.93  6.14  -4.40  -0.48
C  6.07  7.19  -4.44  -0.19
O  6.51  7.26  -5.79  -0.20
C  7.79  7.87  -5.95  -0.11
N  5.33  4.85  -4.92  0.05
H  3.74  5.13  -2.95  0.06
H  3.89  6.87  -2.75  0.08
H  5.25  5.88  -2.30  0.08
H  4.14  6.56  -5.02  0.12
H  6.84  6.83  -3.76  0.12
H  5.82  8.18  -4.05  0.12
H  8.04  7.93  -7.01  0.08
H  8.57  7.37  -5.38  0.09
H  7.78  8.92  -5.66  0.08
H  4.49  4.31  -5.07  0.00
H  5.75  5.02  -5.83  0.06
C  1.57  2.68  -4.53  -0.03
C  2.09  3.14  -5.89  -0.40
C  1.67  4.60  -6.25  -0.17
O  0.32  4.58  -6.70  -0.25
C  -0.22  5.91  -6.93  -0.07
N  3.52  2.98  -5.86  0.04
H  1.60  1.60  -4.41  0.07
H  0.51  2.89  -4.45  0.06
H  2.10  3.19  -3.72  0.07
H  1.72  2.50  -6.68  0.12
H  2.33  5.12  -6.96  0.13
H  1.66  5.21  -5.35  0.12
H  0.40  6.41  -7.67  0.09
H  -0.26  6.45  -5.98  0.08
H  -1.21  5.85  -7.37  0.09
H  3.80  3.20  -6.81  0.09
H  3.59  1.97  -5.90  0.05
C  1.64  -1.94  -5.21  -0.05
C  1.61  -1.20  -6.53  -0.45
C  3.04  -0.93  -7.12  -0.13
O  3.81  0.08  -6.47  -0.23
C  5.15  -0.22  -6.30  -0.12
N  0.81  -1.87  -7.46  0.06
H  2.24  -1.39  -4.48  0.07
H  2.02  -2.96  -5.29  0.06
H  0.61  -2.07  -4.88  0.06
H  1.11  -0.24  -6.41  0.11
H  2.90  -0.60  -8.15  0.12
H  3.59  -1.87  -7.08  0.12
H  5.18  -1.07  -5.62  0.08
H  5.70  0.64  -5.94  0.09
H  5.69  -0.34  -7.24  0.09
H  0.57  -1.28  -8.24  0.04
H  -0.12  -1.99  -7.08  0.03
C  -2.24  -4.18  -7.51  -0.04
C  -2.86  -3.13  -6.55  -0.42
C  -3.81  -3.85  -5.47  -0.19
O  -4.96  -4.43  -6.02  -0.18
C  -5.98  -3.47  -6.36  -0.09
N  -1.85  -2.42  -5.88  0.06
H  -1.92  -4.99  -6.87  0.06
H  -1.45  -3.78  -8.15  0.07
H  -2.94  -4.72  -8.15  0.07
H  -3.48  -2.48  -7.18  0.11
H  -4.13  -3.18  -4.67  0.10
H  -3.21  -4.62  -4.97  0.11
H  -5.73  -2.74  -7.13  0.08
H  -6.17  -2.85  -5.48  0.08
H  -6.88  -3.97  -6.70  0.09
H  -1.25  -3.08  -5.40  0.06
H  -2.31  -1.87  -5.16  0.04
C  -1.38  2.49  3.55  -0.04
C  -0.32  2.94  4.57  -0.43
C  0.77  3.78  3.94  -0.16
O  1.78  4.05  4.97  -0.20
C  3.06  3.69  4.47  -0.12
N  -1.00  3.55  5.72  0.07
H  -2.07  1.79  4.02  0.06
H  -0.94  1.87  2.77  0.05
H  -1.91  3.31  3.06  0.07
H  0.13  2.02  4.94  0.11
H  0.40  4.72  3.55  0.13
H  1.20  3.26  3.09  0.11
H  3.33  4.48  3.77  0.09
H  3.18  2.71  4.02  0.07
H  3.75  3.76  5.31  0.09
H  -1.18  2.90  6.47  0.03
H  -0.24  4.12  6.06  0.06
C  7.99  -1.58  -4.14  -0.04
C  7.83  -2.99  -3.45  -0.39
C  6.44  -3.67  -3.46  -0.19
O  5.92  -3.73  -4.81  -0.20
C  4.74  -4.51  -4.98  -0.10
N  8.92  -3.93  -3.76  0.04
H  9.06  -1.42  -4.28  0.07
H  7.56  -0.72  -3.64  0.06
H  7.72  -1.62  -5.20  0.06
H  7.93  -2.73  -2.39  0.12
H  5.74  -3.11  -2.84  0.10
H  6.48  -4.65  -2.99  0.11
H  4.02  -4.25  -4.21  0.06
H  4.91  -5.56  -4.74  0.08
H  4.32  -4.44  -5.99  0.09
H  8.65  -4.88  -3.59  0.06
H  9.18  -3.85  -4.73  0.07
C  -0.52  -5.86  7.04  -0.04
C  -0.76  -5.01  5.77  -0.44
C  -1.34  -3.67  6.11  -0.15
O  -1.64  -2.74  5.02  -0.23
C  -2.30  -1.59  5.46  -0.12
N  0.51  -4.83  5.20  0.05
H  0.23  -5.41  7.70  0.07
H  -0.17  -6.85  6.72  0.08
H  -1.42  -6.04  7.63  0.07
H  -1.44  -5.50  5.08  0.13
H  -0.76  -2.99  6.73  0.11
H  -2.25  -3.80  6.69  0.12
H  -2.52  -0.93  4.62  0.08
H  -1.72  -1.06  6.21  0.09
H  -3.27  -1.83  5.89  0.07
H  0.47  -4.25  4.37  0.03
H  1.17  -4.54  5.91  0.06
C  -4.69  0.90  6.56  -0.05
C  -4.43  1.31  8.00  -0.42
C  -5.00  0.38  9.06  -0.18
O  -4.49  0.82  10.35  -0.23
C  -5.20  0.34  11.47  -0.10
N  -3.00  1.50  8.26  0.06
H  -4.48  -0.17  6.51  0.05
H  -4.00  1.35  5.86  0.07
H  -5.74  1.06  6.29  0.08
H  -4.91  2.29  8.03  0.14
H  -4.73  -0.66  8.90  0.12
H  -6.09  0.35  9.04  0.12
H  -4.49  0.21  12.29  0.08
H  -5.60  -0.66  11.28  0.09
H  -5.90  1.06  11.90  0.09
H  -2.54  0.60  8.36  0.02
H  -2.99  1.86  9.20  0.06
C  5.31  1.58  1.70  -0.05
C  4.68  0.22  1.60  -0.45
C  5.00  -0.55  0.26  -0.10
O  4.59  0.46  -0.76  -0.20
C  4.70  -0.05  -2.05  -0.14
N  5.05  -0.63  2.70  0.05
H  6.33  1.62  1.32  0.09
H  5.27  1.93  2.73  0.07
H  4.76  2.31  1.11  0.07
H  3.59  0.34  1.60  0.09
H  4.46  -1.49  0.14  0.10
H  6.07  -0.75  0.20  0.12
H  5.68  -0.47  -2.30  0.07
H  4.39  0.70  -2.77  0.09
H  4.04  -0.91  -2.14  0.06
H  4.82  -0.20  3.59  0.04
H  4.43  -1.42  2.61  0.02
C  0.59  -4.03  -2.38  -0.05
C  0.40  -5.37  -3.08  -0.43
C  -0.79  -6.13  -2.53  -0.17
O  -0.97  -7.44  -3.14  -0.20
C  -2.18  -8.10  -2.80  -0.10
N  0.18  -5.27  -4.50  0.06
H  1.33  -3.33  -2.78  0.05
H  0.90  -4.24  -1.36  0.05
H  -0.36  -3.48  -2.37  0.08
H  1.32  -5.94  -2.99  0.13
H  -1.65  -5.48  -2.68  0.11
H  -0.76  -6.31  -1.46  0.12
H  -2.17  -8.43  -1.76  0.08
H  -2.29  -9.04  -3.34  0.09
H  -3.00  -7.40  -2.96  0.09
H  1.02  -4.97  -4.99  0.06
H  -0.03  -6.22  -4.77  0.07
C  -0.91  -5.36  2.19  -0.04
C  -0.61  -3.98  1.58  -0.39
C  -1.84  -3.43  0.90  -0.21
O  -1.97  -3.95  -0.41  -0.19
C  -3.18  -3.49  -1.09  -0.07
N  -0.16  -3.06  2.65  0.08
H  -0.88  -6.06  1.35  0.08
H  -1.86  -5.34  2.72  0.08
H  -0.14  -5.69  2.88  0.05
H  0.19  -4.05  0.84  0.11
H  -1.64  -2.36  0.78  0.10
H  -2.66  -3.64  1.58  0.13
H  -3.07  -2.46  -1.44  0.05
H  -3.95  -3.42  -0.32  0.07
H  -3.57  -4.05  -1.94  0.08
H  -0.09  -2.12  2.31  0.03
H  -0.82  -2.97  3.41  0.04
C  1.25  -0.10  -1.74  -0.04
C  0.21  -0.17  -0.59  -0.37
C  1.06  -0.23  0.74  -0.16
O  0.16  -0.33  1.85  -0.23
C  0.87  -0.19  3.05  -0.11
N  -0.79  0.87  -0.63  0.09
H  0.71  -0.20  -2.68  0.06
H  1.82  -1.03  -1.64  0.06
H  1.93  0.75  -1.73  0.07
H  -0.31  -1.13  -0.68  0.12
H  1.70  0.64  0.86  0.10
H  1.73  -1.09  0.78  0.11
H  1.69  -0.90  2.94  0.07
H  0.22  -0.30  3.92  0.10
H  1.29  0.81  3.17  0.08
H  -0.30  1.72  -0.40  0.03
H  -1.38  0.77  0.19  0.05

Values from the calculation:
highest occupied orbital energy	-8.10	eV
LUMO level	0.386	eV



Arrangement ii

Here is a 20-piece molecular cluster, C80H220N20O20 overall from OMol25. Energies are from wB97M-V/def2-TZVPD.

Each line ends with the Löwdin charge.
Cartesian coordinates (Å):
C  -7.51  -2.76  0.41  -0.08
C  -6.39  -3.47  -0.40  -0.41
C  -6.98  -4.82  -0.93  -0.15
O  -6.09  -5.85  -1.53  -0.21
C  -5.43  -5.34  -2.82  -0.05
N  -6.25  -2.53  -1.48  0.05
H  -8.32  -2.47  -0.27  0.08
H  -7.13  -1.81  0.76  0.05
H  -7.98  -3.27  1.25  0.08
H  -5.53  -3.54  0.27  0.11
H  -7.69  -4.56  -1.72  0.11
H  -7.63  -5.25  -0.18  0.11
H  -4.72  -6.00  -3.30  0.08
H  -4.81  -4.50  -2.48  0.04
H  -6.18  -4.84  -3.44  0.08
H  -5.90  -1.70  -1.02  0.05
H  -5.59  -2.73  -2.21  0.04
C  0.55  0.60  -1.12  -0.06
C  -0.52  -0.09  -0.18  -0.37
C  0.13  -0.93  0.93  -0.17
O  0.62  -2.11  0.24  -0.22
C  1.16  -3.14  1.06  -0.08
N  -1.38  1.01  0.43  0.07
H  1.05  -0.13  -1.76  0.07
H  1.16  1.32  -0.59  0.07
H  0.14  1.41  -1.72  0.07
H  -1.13  -0.80  -0.74  0.10
H  -0.51  -1.22  1.76  0.10
H  1.00  -0.40  1.32  0.12
H  0.47  -3.59  1.77  0.08
H  1.97  -2.70  1.65  0.08
H  1.54  -3.96  0.45  0.07
H  -2.04  0.65  1.10  0.02
H  -1.94  1.23  -0.38  0.05
C  5.96  -0.08  2.69  -0.04
C  7.33  0.63  2.71  -0.40
C  8.10  0.42  4.02  -0.22
O  7.32  1.15  4.96  -0.22
C  7.58  0.85  6.38  -0.05
N  8.16  0.29  1.55  0.05
H  6.01  -1.17  2.67  0.07
H  5.47  0.16  1.75  0.05
H  5.24  0.14  3.48  0.06
H  7.19  1.71  2.63  0.14
H  9.16  0.67  3.98  0.12
H  8.21  -0.62  4.33  0.11
H  8.51  1.36  6.62  0.08
H  7.72  -0.21  6.58  0.08
H  6.80  1.32  6.98  0.07
H  8.03  -0.68  1.32  0.06
H  7.69  0.72  0.76  0.05
C  -2.03  4.16  -5.91  -0.05
C  -3.12  5.29  -5.83  -0.42
C  -2.88  6.44  -4.88  -0.18
O  -3.96  7.45  -4.82  -0.19
C  -5.08  6.92  -4.14  -0.12
N  -3.37  5.73  -7.22  0.04
H  -1.17  4.41  -6.54  0.07
H  -2.42  3.24  -6.33  0.06
H  -1.70  3.85  -4.92  0.07
H  -4.02  4.75  -5.54  0.12
H  -2.06  7.03  -5.29  0.12
H  -2.51  6.09  -3.92  0.11
H  -5.99  7.00  -4.72  0.08
H  -5.25  7.60  -3.30  0.07
H  -4.92  5.86  -3.95  0.08
H  -4.26  5.37  -7.54  0.07
H  -3.61  6.71  -7.13  0.06
C  -3.24  5.40  -0.54  -0.04
C  -3.67  6.83  -0.26  -0.44
C  -2.76  7.87  -0.99  -0.24
O  -1.50  7.79  -0.53  -0.18
C  -0.53  8.42  -1.34  -0.08
N  -5.03  7.06  -0.62  0.04
H  -2.21  5.29  -0.20  0.07
H  -3.33  5.23  -1.61  0.07
H  -3.84  4.66  -0.02  0.06
H  -3.56  6.96  0.82  0.13
H  -3.16  8.83  -0.69  0.12
H  -2.93  7.84  -2.07  0.12
H  0.47  8.38  -0.91  0.09
H  -0.67  9.50  -1.31  0.09
H  -0.69  8.13  -2.37  0.08
H  -5.27  8.04  -0.52  0.07
H  -5.69  6.54  -0.05  0.07
C  5.07  6.22  -3.25  -0.08
C  4.11  6.08  -2.11  -0.42
C  2.68  5.70  -2.69  -0.15
O  2.45  6.58  -3.81  -0.23
C  1.19  6.48  -4.53  -0.07
N  4.57  5.15  -1.09  0.08
H  5.27  5.34  -3.86  0.05
H  6.05  6.40  -2.82  0.08
H  4.75  7.02  -3.92  0.08
H  4.22  7.10  -1.73  0.13
H  1.99  5.91  -1.88  0.10
H  2.57  4.66  -2.99  0.11
H  1.27  5.60  -5.17  0.08
H  1.10  7.28  -5.26  0.09
H  0.41  6.38  -3.77  0.07
H  3.87  5.02  -0.37  0.03
H  4.85  4.29  -1.55  0.05
C  -0.24  1.85  5.08  -0.04
C  0.04  1.46  6.52  -0.48
C  1.42  1.70  6.92  -0.22
O  2.44  1.36  5.98  -0.21
C  3.78  1.34  6.46  -0.09
N  -0.82  2.30  7.30  0.07
H  0.43  1.33  4.39  0.09
H  -0.23  2.93  4.99  0.07
H  -1.22  1.47  4.81  0.05
H  -0.17  0.39  6.60  0.12
H  1.56  1.04  7.77  0.13
H  1.65  2.74  7.18  0.13
H  4.00  2.14  7.17  0.09
H  4.43  1.45  5.58  0.07
H  4.09  0.38  6.87  0.08
H  -0.54  2.10  8.25  0.08
H  -0.57  3.26  7.17  0.08
C  4.39  -1.06  -8.41  -0.05
C  5.48  -0.59  -7.44  -0.48
C  5.57  -1.52  -6.23  -0.17
O  4.30  -1.56  -5.56  -0.22
C  4.35  -2.39  -4.41  -0.08
N  6.60  -0.45  -8.22  0.04
H  3.35  -1.09  -8.08  0.04
H  4.62  -2.09  -8.70  0.08
H  4.31  -0.62  -9.41  0.08
H  5.16  0.38  -7.07  0.11
H  6.44  -1.23  -5.65  0.12
H  5.73  -2.54  -6.59  0.13
H  3.37  -2.62  -3.99  0.08
H  5.01  -1.82  -3.76  0.06
H  4.76  -3.39  -4.60  0.09
H  7.51  -0.64  -7.81  0.08
H  6.63  0.31  -8.88  0.09
C  1.61  -7.91  0.21  -0.05
C  0.58  -7.29  1.15  -0.41
C  -0.84  -7.24  0.54  -0.17
O  -0.97  -6.17  -0.40  -0.20
C  -2.24  -5.59  -0.65  -0.09
N  0.61  -8.16  2.32  0.04
H  1.69  -9.00  0.24  0.08
H  2.54  -7.35  0.30  0.07
H  1.33  -7.63  -0.80  0.06
H  0.88  -6.30  1.50  0.13
H  -1.60  -7.09  1.30  0.11
H  -1.04  -8.20  0.06  0.13
H  -3.05  -6.20  -1.05  0.09
H  -2.20  -4.71  -1.30  0.06
H  -2.63  -5.15  0.27  0.07
H  -0.11  -7.71  2.86  0.04
H  0.25  -9.08  2.10  0.08
C  -6.35  2.78  1.01  -0.07
C  -7.45  1.78  0.64  -0.40
C  -8.65  2.62  -0.04  -0.16
O  -9.13  3.68  0.86  -0.22
C  -9.45  4.87  0.13  -0.10
N  -6.93  0.85  -0.33  0.03
H  -6.54  3.19  2.00  0.07
H  -6.28  3.48  0.17  0.07
H  -5.33  2.41  1.12  0.06
H  -7.86  1.33  1.55  0.12
H  -9.52  1.99  -0.23  0.11
H  -8.34  3.00  -1.02  0.11
H  -9.86  5.54  0.90  0.08
H  -10.26  4.66  -0.57  0.09
H  -8.52  5.33  -0.20  0.08
H  -6.18  0.26  -0.01  0.05
H  -7.58  0.17  -0.69  0.06
C  2.33  -8.07  7.56  -0.07
C  1.46  -8.10  6.29  -0.42
C  0.53  -6.86  5.95  -0.19
O  -0.30  -7.00  4.81  -0.19
C  -1.38  -6.05  4.79  -0.09
N  2.35  -8.30  5.17  0.04
H  2.84  -9.02  7.73  0.08
H  1.73  -7.94  8.46  0.07
H  3.12  -7.33  7.50  0.07
H  0.82  -8.94  6.53  0.13
H  1.15  -5.96  5.89  0.12
H  -0.02  -6.69  6.88  0.10
H  -1.84  -5.92  5.76  0.08
H  -2.18  -6.37  4.12  0.08
H  -1.21  -5.03  4.44  0.07
H  1.90  -8.22  4.27  0.03
H  2.98  -7.52  5.28  0.07
C  -3.58  0.16  -3.65  -0.04
C  -2.80  -1.20  -3.38  -0.35
C  -3.15  -2.39  -4.38  -0.19
O  -4.52  -2.48  -4.68  -0.18
C  -4.93  -3.39  -5.73  -0.09
N  -1.37  -0.84  -3.41  0.04
H  -4.66  0.09  -3.51  0.06
H  -3.67  0.42  -4.71  0.07
H  -3.25  1.00  -3.04  0.06
H  -2.99  -1.62  -2.39  0.10
H  -2.88  -3.32  -3.88  0.09
H  -2.49  -2.30  -5.25  0.11
H  -4.37  -3.39  -6.67  0.09
H  -5.90  -3.14  -6.15  0.08
H  -5.11  -4.43  -5.47  0.06
H  -0.84  -1.70  -3.34  0.02
H  -1.16  -0.25  -2.62  0.02
C  -2.93  3.75  4.52  -0.04
C  -4.02  3.24  5.51  -0.46
C  -4.20  4.04  6.84  -0.17
O  -5.14  3.47  7.75  -0.19
C  -4.70  2.43  8.59  -0.10
N  -5.27  3.10  4.87  0.06
H  -2.02  3.84  5.13  0.05
H  -3.17  4.78  4.24  0.08
H  -2.94  3.07  3.67  0.06
H  -3.67  2.26  5.84  0.08
H  -4.42  5.11  6.82  0.13
H  -3.20  4.03  7.28  0.10
H  -3.84  2.72  9.20  0.08
H  -4.44  1.59  7.94  0.07
H  -5.49  2.10  9.26  0.09
H  -5.22  2.31  4.24  0.05
H  -5.95  2.90  5.59  0.08
C  0.64  4.08  1.75  -0.05
C  1.25  5.35  2.35  -0.41
C  2.60  5.79  1.74  -0.18
O  3.53  4.71  1.61  -0.23
C  4.20  4.43  2.81  -0.10
N  0.25  6.46  2.35  0.05
H  0.37  4.21  0.70  0.07
H  -0.37  3.94  2.16  0.06
H  1.30  3.24  1.95  0.08
H  1.47  5.08  3.38  0.11
H  3.05  6.61  2.30  0.13
H  2.51  6.05  0.69  0.11
H  3.59  4.86  3.61  0.07
H  5.14  4.96  2.92  0.10
H  4.16  3.36  3.01  0.09
H  0.64  7.39  2.29  0.06
H  -0.37  6.47  1.56  0.04
C  1.57  -4.85  -2.45  -0.05
C  0.48  -4.22  -3.38  -0.37
C  -0.51  -5.19  -4.02  -0.13
O  -0.01  -6.20  -4.95  -0.17
C  0.76  -5.87  -6.05  -0.13
N  -0.20  -3.37  -2.44  0.05
H  1.05  -5.43  -1.69  0.05
H  2.32  -4.19  -2.01  0.06
H  2.11  -5.72  -2.82  0.07
H  1.00  -3.73  -4.21  0.10
H  -1.16  -4.51  -4.58  0.10
H  -1.23  -5.68  -3.37  0.12
H  0.60  -4.89  -6.49  0.07
H  0.87  -6.59  -6.87  0.09
H  1.79  -5.71  -5.72  0.07
H  -0.75  -3.80  -1.70  0.05
H  0.40  -2.81  -1.86  0.06
C  -3.49  -0.34  5.51  -0.07
C  -3.39  -0.84  4.09  -0.35
C  -4.41  -1.98  3.51  -0.14
O  -4.44  -2.14  2.07  -0.20
C  -3.15  -2.58  1.61  -0.09
N  -3.38  0.37  3.22  0.06
H  -2.60  0.15  5.91  0.06
H  -3.55  -1.22  6.15  0.07
H  -4.33  0.28  5.83  0.07
H  -2.39  -1.25  3.94  0.11
H  -5.42  -1.67  3.77  0.11
H  -4.43  -2.95  3.99  0.12
H  -2.78  -3.39  2.24  0.09
H  -2.41  -1.78  1.60  0.05
H  -3.32  -2.90  0.58  0.07
H  -3.09  1.19  3.72  0.02
H  -4.32  0.60  2.94  0.06
C  4.80  3.08  -5.50  -0.06
C  5.93  2.39  -4.75  -0.43
C  5.56  1.29  -3.72  -0.19
O  5.16  1.86  -2.51  -0.17
C  3.75  1.83  -2.27  -0.09
N  6.85  2.04  -5.79  0.03
H  5.11  3.60  -6.40  0.08
H  4.11  3.56  -4.80  0.06
H  4.24  2.28  -5.98  0.06
H  6.43  3.19  -4.22  0.12
H  6.54  0.86  -3.50  0.12
H  5.00  0.44  -4.11  0.11
H  3.46  2.76  -1.79  0.06
H  3.31  1.04  -1.66  0.06
H  3.20  1.86  -3.22  0.09
H  7.30  2.86  -6.16  0.08
H  7.45  1.24  -5.64  0.07
C  7.41  -4.52  0.20  -0.06
C  5.91  -4.29  0.16  -0.46
C  5.45  -3.19  -0.75  -0.19
O  5.86  -2.02  -0.02  -0.19
C  5.51  -0.83  -0.77  -0.08
N  5.23  -5.52  -0.19  0.03
H  7.64  -5.32  0.90  0.08
H  7.90  -3.61  0.55  0.07
H  7.91  -4.81  -0.73  0.08
H  5.53  -4.11  1.17  0.14
H  4.37  -3.33  -0.85  0.11
H  5.91  -3.22  -1.73  0.12
H  6.23  -0.07  -0.45  0.07
H  4.54  -0.41  -0.48  0.08
H  5.52  -0.93  -1.86  0.06
H  5.20  -6.22  0.54  0.07
H  5.71  -5.81  -1.03  0.07
C  1.10  -0.14  -5.21  -0.07
C  0.56  -0.73  -6.48  -0.45
C  0.33  0.18  -7.66  -0.18
O  -0.76  1.12  -7.51  -0.18
C  -0.74  2.05  -8.57  -0.14
N  1.38  -1.88  -6.74  0.06
H  2.16  0.13  -5.17  0.07
H  1.04  -0.94  -4.47  0.05
H  0.40  0.61  -4.85  0.07
H  -0.44  -1.09  -6.27  0.13
H  0.03  -0.39  -8.55  0.12
H  1.27  0.69  -7.87  0.12
H  -1.62  2.69  -8.58  0.08
H  -0.73  1.51  -9.51  0.08
H  0.13  2.69  -8.65  0.09
H  2.33  -1.53  -6.67  0.02
H  1.18  -2.60  -6.07  0.04
C  -1.72  -3.40  7.53  -0.10
C  -0.38  -3.79  7.99  -0.41
C  0.83  -2.76  7.69  -0.14
O  1.44  -3.00  6.43  -0.18
C  1.21  -1.95  5.51  -0.09
N  -0.56  -4.02  9.43  0.04
H  -2.49  -4.16  7.69  0.09
H  -1.76  -3.29  6.45  0.06
H  -2.04  -2.43  7.91  0.08
H  -0.18  -4.75  7.54  0.10
H  1.56  -2.79  8.50  0.11
H  0.36  -1.77  7.71  0.10
H  1.55  -0.99  5.91  0.07
H  0.15  -1.99  5.27  0.08
H  1.64  -2.17  4.53  0.09
H  0.30  -4.02  9.97  0.06
H  -1.00  -3.15  9.71  0.06

Values from the calculation:
highest occupied orbital energy	-8.46	eV
LUMO level	0.225	eV



Q: Which of them is the least stable? A: arrangement ii.